Density functional theory data (ωB97M-V/def2-TZVPD) for a 15-piece molecular cluster, C3H35O15S overall.

Atoms and positions in Å:
C: -1.881 0.446 -0.694
O: -0.490 0.302 -0.509
C: -2.526 -0.798 -1.302
C: -2.177 -0.895 -2.797
S: -2.412 -2.610 -3.386
H: -2.075 1.297 -1.365
H: -2.273 0.679 0.299
H: -2.007 -1.630 -0.818
H: -3.586 -0.936 -1.114
H: -1.159 -0.540 -2.945
H: -2.842 -0.252 -3.372
H: -1.287 -3.124 -2.899
H: -2.149 4.023 0.439
H: -2.584 3.727 1.791
O: -2.723 4.410 1.111
H: -3.290 -0.882 2.563
H: -3.615 -0.648 1.137
O: -3.529 -0.153 1.945
H: 2.453 4.659 0.415
H: 1.581 3.633 -0.143
O: 1.524 4.419 0.422
H: 0.493 0.017 0.773
H: 1.762 -0.827 0.582
O: 1.380 -0.190 1.203
H: 3.668 -1.311 0.095
H: 4.150 -1.785 1.435
O: 3.752 -2.129 0.621
H: 0.230 -0.243 -1.186
H: 0.968 -1.549 -2.292
O: 1.282 -0.935 -1.614
H: 4.082 0.285 -2.101
H: 2.774 -0.186 -1.333
O: 3.748 0.011 -1.246
H: 2.677 -1.031 3.331
H: 2.903 0.135 2.454
O: 3.374 -0.386 3.120
H: 2.114 2.357 -3.654
H: 2.591 0.931 -3.409
O: 2.688 1.674 -4.013
H: 0.274 1.493 -1.514
H: 0.327 2.024 -2.998
O: 0.602 2.199 -2.103
H: 1.238 -2.937 2.435
H: 0.809 -1.556 2.114
O: 0.817 -2.189 2.886
H: -1.142 -2.282 3.005
H: -2.314 -2.702 2.228
O: -2.115 -2.273 3.075
H: 0.915 -2.417 -0.695
H: -0.483 -2.683 -0.007
O: 0.365 -3.073 -0.203
H: -2.714 1.612 2.949
H: -1.639 2.419 3.824
O: -2.528 2.402 3.463

Atomic forces in eV per Å
C -0.01 0.38 -0.05
O 0.01 0.12 -0.24
C 1.30 -0.17 -0.01
C -0.49 -0.33 0.74
S -0.19 0.38 -0.50
H -0.08 0.09 0.14
H -0.21 0.04 -0.33
H -0.22 -0.17 0.07
H -0.23 0.28 -0.10
H 0.07 -0.20 -0.18
H -0.02 -0.09 -0.18
H 0.25 -0.03 0.24
H -0.01 0.49 -0.39
H -0.44 0.40 0.48
O 0.44 -0.89 0.03
H 0.21 0.73 -0.02
H -0.15 0.05 -0.75
O -0.10 -0.52 1.04
H 0.16 0.43 0.32
H -0.61 0.00 0.04
O 0.40 -0.49 -0.44
H 0.89 0.19 0.17
H 0.11 0.10 0.00
O -0.97 -0.09 -0.30
H 0.46 -0.45 -0.26
H -0.22 -0.13 0.05
O -0.05 0.46 0.19
H -0.09 -0.69 0.16
H 0.38 0.33 -0.09
O -0.73 0.04 -0.30
H -0.04 -0.03 -0.06
H 0.60 -0.02 -0.61
O -0.46 0.15 0.48
H 0.23 0.06 0.09
H 0.09 0.09 -0.05
O -0.22 -0.22 0.11
H 0.22 -0.10 0.34
H -0.29 0.08 0.15
O 0.24 -0.04 -0.51
H -0.18 -0.03 -0.02
H -0.42 -0.38 -0.18
O 0.37 0.85 0.28
H -0.10 -0.19 0.26
H 0.21 0.17 0.90
O -0.17 -0.11 -0.87
H 0.43 0.28 0.58
H -0.31 -0.09 0.32
O 0.08 -0.51 -0.80
H -0.53 0.17 0.39
H -0.08 0.46 -0.12
O 0.54 -0.77 0.01
H 0.39 -0.44 0.02
H 0.04 -0.51 -0.29
O -0.47 0.84 0.04

Output
Charge: -1
Relative energy (zero: lowest compared OMol25 entry of this formula, charge and spin): 254.3 kJ/mol
E: -45230.202 eV
E_HOMO: -7.2 eV